{
  "formula": "C44H88O20S9",
  "method": "ωB97M-V/def2-TZVPD",
  "orbital_gap_ev": 9.37,
  "lumo_energy_ev": 0.1,
  "max_force_ev_per_a": 4.0,
  "relative_energy_kcal_mol": 32.39,
  "e_tot_ev": -185516.0693,
  "spin_multiplicity": 1,
  "species": ["O", "S", "O", "C", "C", "C", "C", "H", "H", "H", "H", "H", "H", "H", "H", "O", "S", "O", "C", "C", "C", "C", "H", "H", "H", "H", "H", "H", "H", "H", "O", "S", "O", "C", "C", "C", "C", "H", "H", "H", "H", "H", "H", "H", "H", "O", "S", "O", "C", "C", "C", "C", "H", "H", "H", "H", "H", "H", "H", "H", "O", "S", "O", "C", "C", "C", "C", "H", "H", "H", "H", "H", "H", "H", "H", "O", "S", "O", "C", "C", "C", "C", "H", "H", "H", "H", "H", "H", "H", "H", "O", "S", "O", "C", "C", "C", "C", "H", "H", "H", "H", "H", "H", "H", "H", "O", "S", "O", "C", "C", "C", "C", "H", "H", "H", "H", "H", "H", "H", "H", "O", "S", "O", "C", "C", "C", "C", "H", "H", "H", "H", "H", "H", "H", "H", "C", "C", "C", "O", "C", "H", "H", "H", "H", "H", "H", "H", "H", "C", "C", "C", "O", "C", "H", "H", "H", "H", "H", "H", "H", "H"],
  "coordinates": [[-1.29680, -1.50451, 5.68695], [-1.98360, -2.72347, 5.16479], [-3.17441, -2.68759, 4.36340], [-0.67777, -3.67338, 4.37949], [-0.29202, -4.76737, 5.34780], [-1.62016, -5.11244, 6.21784], [-2.26381, -3.81686, 6.60896], [0.17371, -2.99406, 4.10461], [-1.13789, -4.07737, 3.49569], [-0.00572, -5.64810, 4.80389], [0.46581, -4.48602, 6.07366], [-1.39853, -5.64991, 7.13993], [-2.19386, -5.81065, 5.70150], [-1.69670, -3.44046, 7.42747], [-3.32247, -3.69584, 6.77301], [4.59211, -0.07528, -5.59999], [5.24375, -1.38721, -5.38352], [5.63937, -2.11162, -6.51292], [6.62120, -1.20434, -4.21701], [6.32906, -2.09016, -3.03706], [4.77930, -2.10404, -2.87531], [4.20358, -2.40906, -4.27287], [6.59674, -0.12180, -3.98061], [7.56045, -1.55040, -4.66896], [6.70521, -3.12122, -3.18925], [6.78431, -1.75673, -2.07932], [4.49548, -1.16793, -2.44975], [4.52861, -2.90102, -2.17737], [3.13008, -2.24100, -4.37099], [4.46174, -3.45258, -4.48323], [-1.36110, 5.93669, 1.21199], [-0.38057, 5.02888, 1.68620], [-0.84537, 3.83884, 2.40946], [0.69946, 4.64387, 0.31969], [1.50245, 5.96093, 0.21247], [1.99778, 6.22370, 1.67477], [0.77566, 6.19248, 2.58827], [0.04845, 4.31510, -0.47450], [1.23118, 3.71320, 0.52335], [2.30765, 5.97298, -0.53888], [0.80446, 6.81147, 0.03651], [2.53256, 7.16811, 1.82907], [2.72393, 5.44208, 1.95130], [0.17146, 7.08657, 2.68296], [1.02151, 5.75761, 3.57051], [7.35780, 1.10865, -1.31265], [6.22554, 0.98882, -0.45447], [5.89276, -0.37932, -0.05219], [6.36277, 2.11163, 0.95025], [4.92940, 2.43455, 1.26588], [4.40232, 2.86270, -0.10568], [4.77788, 1.81690, -1.18442], [7.01800, 2.93564, 0.57093], [6.98874, 1.51689, 1.64556], [4.34896, 1.54985, 1.43371], [4.73957, 3.29163, 1.99300], [4.75523, 3.84713, -0.38118], [3.33815, 2.98638, 0.10182], [5.20958, 2.18008, -2.10680], [3.90762, 1.14693, -1.34672], [-4.60093, -3.22970, -6.71073], [-4.00239, -3.42280, -5.39258], [-3.52146, -4.69884, -4.93380], [-2.74930, -2.23395, -5.07004], [-2.91839, -1.90066, -3.52690], [-4.13997, -2.66607, -2.99785], [-5.13348, -2.83943, -4.11728], [-2.93804, -1.31846, -5.65486], [-1.76678, -2.65928, -5.32072], [-1.99900, -2.19019, -2.99501], [-3.04993, -0.82162, -3.30416], [-4.65529, -2.26378, -2.17294], [-3.87846, -3.70310, -2.79958], [-5.49318, -1.84036, -4.50791], [-6.01601, -3.50152, -3.95593], [1.55012, -0.59770, -3.31194], [0.82364, 0.22624, -4.23562], [-0.59728, -0.07623, -4.43881], [0.97835, 1.94752, -3.81246], [2.34524, 2.30933, -4.38483], [2.41891, 1.72447, -5.80228], [1.71410, 0.38112, -5.75997], [0.85005, 2.09790, -2.77571], [0.16343, 2.34499, -4.41466], [2.42439, 3.35756, -4.33634], [3.14196, 1.83251, -3.84229], [3.46530, 1.66378, -6.04729], [1.93914, 2.45229, -6.50030], [2.54585, -0.27407, -5.62468], [1.20829, 0.06218, -6.62854], [3.27942, 1.49568, 4.27954], [2.14116, 2.22758, 4.81948], [2.25699, 3.66847, 4.74919], [0.64565, 1.69179, 4.05964], [-0.42557, 1.92845, 5.13691], [0.22936, 1.29039, 6.39313], [1.74737, 1.67654, 6.48746], [0.74360, 0.60033, 3.90197], [0.48453, 2.18548, 3.14791], [-0.52459, 3.01867, 5.21727], [-1.38963, 1.57364, 4.77736], [0.01659, 0.21280, 6.36591], [-0.26441, 1.74038, 7.31547], [2.37295, 0.83636, 6.66692], [1.90111, 2.57100, 7.03160], [-3.35826, 1.14088, -1.06196], [-3.09584, 2.46433, -1.52608], [-1.83341, 2.72246, -2.22416], [-4.56469, 2.87675, -2.49268], [-5.14790, 4.12107, -1.75188], [-4.75862, 3.92422, -0.29270], [-3.30652, 3.63491, -0.17543], [-5.16382, 1.99629, -2.58560], [-4.28142, 3.22666, -3.48485], [-4.78053, 5.02302, -2.25153], [-6.22409, 4.10674, -1.83865], [-5.29792, 3.16483, 0.23852], [-4.97478, 4.83734, 0.30244], [-3.10551, 3.19790, 0.79453], [-2.63818, 4.41294, -0.41170], [-2.88912, 1.23609, 2.70985], [-4.19520, 0.72742, 2.48365], [-5.21117, 1.40035, 1.69248], [-4.00546, -1.06119, 1.92496], [-5.38728, -1.52739, 2.15517], [-5.84385, -1.09321, 3.51960], [-5.03504, 0.16831, 3.99399], [-3.28308, -1.37160, 2.65094], [-3.54807, -1.01655, 0.91807], [-6.08369, -1.18475, 1.32303], [-5.34493, -2.59025, 2.01500], [-5.39483, -1.93325, 4.14183], [-6.89704, -0.98296, 3.76765], [-4.15871, 0.00769, 4.60936], [-5.68549, 1.01591, 4.34173], [0.31312, -5.14536, -2.50376], [-0.91988, -5.98234, -2.85552], [-1.85331, -5.55745, -1.71270], [-1.04832, -5.22780, -0.54160], [0.35409, -5.17335, -0.95946], [0.00745, -4.08060, -2.91385], [1.24539, -5.52295, -2.90840], [-0.67018, -7.03084, -2.95576], [-1.35887, -5.64703, -3.79281], [-2.55856, -6.31926, -1.34231], [-2.37315, -4.67920, -2.09073], [0.82671, -6.07441, -0.56264], [0.84285, -4.25235, -0.57015], [-0.47346, -0.81492, 1.16060], [0.90258, -1.41271, 0.83292], [1.86920, -0.24515, 1.02166], [1.07006, 0.94362, 1.08660], [-0.32302, 0.66493, 0.83104], [-0.80069, -1.00202, 2.24047], [-1.26505, -1.24662, 0.56404], [0.99088, -1.88604, -0.14778], [1.13314, -2.25652, 1.50512], [2.57596, -0.05289, 0.19024], [2.42580, -0.32751, 2.01084], [-0.55406, 0.86281, -0.22875], [-0.91827, 1.23271, 1.49236]],
  "atomic_forces_ev_per_a": [[-1.79, -1.46, -1.16], [2.78, 1.59, 2.44], [-0.19, 0.21, -0.14], [0.58, 0.63, -0.25], [-1.81, -0.37, 1.63], [1.85, 0.03, 0.32], [0.09, 0.69, -1.59], [-1.02, -0.49, 0.28], [-0.03, -0.26, -0.55], [0.36, -0.38, -0.06], [0.28, 0.19, -0.29], [0.54, 0.03, -0.01], [-1.42, -0.76, -1.31], [0.24, 0.81, 0.56], [-0.37, -0.61, 0.23], [1.21, -1.63, 0.61], [-1.74, 2.07, 2.40], [0.82, -1.60, -2.44], [0.42, 0.55, -0.19], [-0.72, -0.52, 1.22], [1.00, -1.09, -0.36], [0.70, 0.20, 0.60], [0.39, -0.62, 0.03], [-0.37, 0.65, -0.35], [-0.24, 0.46, -0.21], [-0.18, 0.10, -0.77], [-0.60, 0.70, 0.11], [-0.30, 0.10, 0.06], [0.23, 0.23, -0.17], [-0.14, 0.18, -0.32], [-1.79, 1.03, -1.07], [0.84, -1.16, 2.10], [0.86, 1.28, -0.78], [0.10, -0.05, 0.24], [-0.17, 0.56, 0.66], [0.49, 0.01, -0.29], [-0.01, -2.22, 0.26], [-0.42, 0.57, -0.65], [0.58, 0.28, 0.49], [-0.36, -0.17, 0.35], [0.35, -0.72, -0.51], [-0.15, -0.05, -0.45], [-0.40, 0.07, 0.12], [0.21, 0.22, -0.15], [-0.18, 0.21, -0.32], [0.94, 0.49, -0.80], [-1.30, -1.57, 0.49], [-0.09, 1.28, 0.14], [1.82, -0.95, 0.16], [0.32, 1.77, -0.55], [-0.80, 0.70, -0.17], [-0.50, -0.28, 1.01], [-0.85, -0.34, 0.37], [-0.59, 0.41, 0.07], [-0.07, -0.55, 1.20], [0.36, -1.56, -0.62], [0.35, 0.28, -0.09], [-0.25, -0.24, -0.87], [-0.41, 0.41, -0.28], [0.89, 0.04, -0.07], [0.77, -0.53, 0.92], [-1.89, 0.58, -1.05], [0.30, -0.64, -0.34], [0.28, 1.32, 1.00], [0.34, 0.13, 0.08], [-0.04, -1.31, -0.71], [-0.54, 1.35, -1.36], [0.13, -0.60, 0.02], [-0.43, 0.17, 0.09], [-0.38, 0.05, -0.11], [0.17, -0.54, -0.62], [-0.10, 0.77, 1.29], [0.24, 0.08, 0.64], [0.18, -0.99, 0.38], [0.95, 0.29, -0.15], [0.67, -0.50, 0.36], [-2.49, 0.66, -0.09], [1.27, -0.03, -0.12], [0.50, -0.87, -1.33], [-0.87, -1.03, -0.08], [-1.15, 2.10, -0.25], [1.49, -0.11, 0.38], [-0.34, 0.16, 1.12], [-0.04, 0.56, 0.25], [0.56, 1.34, -0.17], [0.31, -0.04, 0.72], [0.07, -0.35, -0.46], [0.17, -0.66, 0.34], [0.32, -0.93, 0.06], [-1.02, -0.09, -0.78], [-0.43, -0.02, 0.36], [1.22, -0.59, -1.31], [-0.46, 0.22, 0.38], [-0.55, -1.32, 1.19], [1.37, 0.68, -0.56], [-1.33, 1.11, 1.49], [-1.81, -0.17, -2.03], [0.14, 0.46, -0.08], [-0.07, 0.67, -1.15], [-0.05, -0.13, 0.30], [0.06, -0.45, 0.44], [0.48, 0.35, 0.16], [0.45, -0.88, -0.98], [0.66, -0.37, 0.58], [0.34, 0.48, 1.15], [0.06, -1.52, 0.59], [1.21, 0.20, -0.55], [-1.01, 0.06, 0.40], [0.79, 2.19, -0.45], [-0.34, -1.56, -0.17], [-0.62, 2.72, 0.93], [-0.27, -1.43, -0.59], [-0.44, -0.41, 0.36], [0.30, -0.43, -0.07], [0.14, -0.05, 0.52], [-0.36, 0.16, -0.13], [-0.48, -0.70, -0.28], [0.07, -0.29, -0.38], [0.53, -0.36, -0.02], [0.60, 1.29, -0.06], [1.19, 1.39, 0.35], [-2.07, -2.95, -0.70], [0.70, 0.30, 0.06], [0.58, 3.50, -0.60], [-1.68, -0.27, -2.81], [2.11, -0.90, 2.71], [-0.58, 1.23, -1.06], [0.28, -0.63, 0.24], [-0.64, -0.27, 0.39], [0.93, -0.06, 0.92], [-0.46, -0.81, 0.41], [-1.06, 1.04, -0.15], [0.02, -0.13, -0.57], [-0.31, -0.40, 0.72], [0.77, -0.86, -0.14], [-1.01, 1.60, -0.12], [0.13, 0.35, 0.30], [0.28, -0.72, 0.60], [0.73, 0.21, -1.03], [-1.02, 0.75, -0.44], [1.31, -1.73, 1.02], [0.08, 0.24, -0.37], [-0.19, -0.37, 0.38], [0.01, -0.17, -0.11], [0.07, 0.30, -0.53], [-0.19, 0.12, 0.44], [0.29, 0.08, -0.13], [-0.39, -0.68, 0.03], [-0.52, -0.40, 0.65], [0.24, -0.93, 0.42], [0.43, 0.66, 0.77], [-0.30, 0.42, 0.04], [1.20, -1.19, -0.43], [0.72, 0.47, -1.18], [-0.14, -0.25, -0.27], [-0.33, 0.53, -0.25], [0.03, 0.41, 0.03], [-0.10, -0.70, 0.42], [-0.42, 0.13, -1.21], [-0.04, 0.01, 0.31], [-0.60, 1.02, 0.46]]
}